(1)
{"formula": "C4H8NO", "method": "ωB97M-V/def2-TZVPD", "lumo_energy_ev": -7.068, "charge": 1, "gap_ev": 7.27, "relative_energy_ev": 2.5978, "elements": ["O", "N", "C", "C", "C", "C", "H", "H", "H", "H", "H", "H", "H", "H"], "positions_angstrom": [[3.2099, -2.7012, 0.4056], [3.1319, -0.3252, 0.7663], [3.5428, 0.9158, 0.8162], [-5.7915, -1.3009, -2.1078], [2.9635, 1.9193, 1.6910], [3.2293, -1.5537, 0.5342], [1.9988, 1.6632, 2.1337], [-4.9423, -1.6400, -1.4377], [-6.7202, -1.6572, -1.7270], [2.7835, 2.9931, 1.3660], [4.4596, 1.1146, 0.2133], [-5.8306, -0.1328, -2.0485], [3.7583, 2.3546, 2.4294], [-5.7931, -1.6497, -3.0346]], "atomic_forces_ev_per_a": [[0.07, 2.16, 0.19], [-0.42, -0.97, 0.27], [1.18, -0.56, -0.47], [0.78, 3.43, 4.80], [-0.05, 2.20, 0.99], [-0.03, 0.23, 0.00], [0.53, -0.46, 0.36], [-1.00, 0.21, -1.07], [-0.69, -0.20, 0.84], [0.30, -1.26, -1.08], [-0.69, 0.22, 0.44], [0.12, -2.18, -0.37], [-0.91, -1.56, -0.70], [0.80, -1.25, -4.20]]}

---

(2)
{"formula": "C5H12N2", "method": "ωB97M-V/def2-TZVPD", "lumo_energy_ev": 1.150, "charge": 0, "gap_ev": 9.77, "relative_energy_ev": 4.4654, "elements": ["N", "N", "C", "C", "C", "C", "C", "H", "H", "H", "H", "H", "H", "H", "H", "H", "H", "H", "H"], "positions_angstrom": [[1.4068, 0.5792, -0.6031], [2.4904, -1.3841, 0.2925], [-1.1214, 1.0539, -0.3870], [-2.0501, -0.7000, -0.2825], [0.2095, 0.6073, 0.2233], [2.5596, 0.0471, 0.1005], [-3.2391, -0.6486, 0.3131], [3.4625, 0.3209, -0.4432], [-3.9291, -1.4846, 0.3335], [2.6896, 0.5617, 1.0901], [0.3457, 1.1377, 1.1637], [-0.0707, -0.4291, 0.3380], [1.7731, -1.5852, 0.9908], [-1.4825, -0.8982, -1.2060], [-1.8498, 1.5596, 0.2510], [-3.6063, 0.2588, 0.8231], [1.6110, 1.4833, -1.0272], [-1.3010, 1.3349, -1.4054], [2.1019, -1.8146, -0.5652]], "atomic_forces_ev_per_a": [[-0.33, 0.76, -0.69], [-0.71, -0.49, -0.18], [-2.59, -3.29, 1.31], [0.61, 5.53, -1.99], [-0.53, 0.18, -0.92], [0.12, 0.73, 0.60], [0.56, -0.39, -0.27], [-0.04, -0.18, -0.33], [0.04, -0.18, 0.03], [-0.17, -0.63, -0.35], [0.17, -0.15, 0.42], [0.91, -0.38, 1.18], [0.36, 0.02, -0.02], [-0.72, -1.84, 1.07], [0.76, 0.47, 0.12], [0.47, -0.48, -0.11], [-0.05, -0.21, 0.25], [0.59, 0.13, -0.56], [0.54, 0.41, 0.47]]}

---

(3)
{"formula": "C53H40AsCoF3N2O2Sb", "method": "ωB97M-V/def2-TZVPD", "s_squared": 0.760, "lumo_energy_ev": [-3.451, -3.465], "charge": 1, "gap_ev": [6.93, 6.93], "multiplicity": 2, "relative_energy_ev": 0.1116, "elements": ["Sb", "As", "Co", "F", "F", "F", "O", "O", "N", "N", "C", "C", "C", "C", "C", "C", "C", "C", "C", "C", "C", "C", "C", "C", "C", "C", "C", "C", "C", "C", "C", "C", "C", "C", "C", "C", "C", "C", "C", "C", "C", "C", "C", "C", "C", "C", "C", "C", "C", "C", "C", "C", "C", "C", "C", "C", "C", "C", "C", "C", "C", "C", "C", "H", "H", "H", "H", "H", "H", "H", "H", "H", "H", "H", "H", "H", "H", "H", "H", "H", "H", "H", "H", "H", "H", "H", "H", "H", "H", "H", "H", "H", "H", "H", "H", "H", "H", "H", "H", "H", "H", "H", "H"], "positions_angstrom": [[-0.4999, -0.2666, 3.2555], [0.0124, -2.7045, 0.0406], [0.2701, -0.2802, -0.3195], [1.0253, -3.6234, 8.2891], [3.4434, 4.3250, 4.8270], [-5.9946, 1.7129, 5.4539], [-1.5445, -0.0724, -0.6327], [2.2440, -0.2004, -0.5238], [0.4912, 1.5529, 0.0711], [-0.3773, 2.4454, 0.3232], [-1.7698, -2.9692, 0.7328], [-4.8017, 1.2936, 4.9990], [3.1980, -2.7065, 2.7886], [2.9566, 2.0313, 4.7287], [0.8051, 1.3188, 3.8634], [2.7880, 0.9574, 0.0267], [-4.2910, 0.1008, 5.4703], [-2.0858, 4.5521, 0.9532], [2.1862, -2.3032, 1.9288], [1.5536, -4.5993, 1.5944], [1.8500, 1.9337, 0.3229], [-0.0768, -0.9124, 6.1964], [-4.1232, -2.9328, 0.2508], [-2.8111, -2.7815, -0.1711], [1.3465, 3.6795, 3.9961], [3.1470, -1.1230, -1.1488], [0.1680, -4.2242, -1.1732], [-3.3618, -3.4449, 2.4719], [2.0555, 1.0267, 4.4055], [2.2629, 3.1510, 0.8322], [3.6131, 3.3630, 1.0666], [3.3780, -4.0540, 3.0643], [0.4728, 2.6568, 3.6574], [0.4366, -2.8087, 4.8310], [-2.3449, 0.4267, 4.0654], [-3.0580, -0.3242, 4.9987], [-0.6280, -6.3401, -2.0054], [-4.8352, 4.2002, 0.6920], [4.1375, 1.1505, 0.2485], [1.3504, -3.2459, 1.3345], [-3.6616, 0.8546, -0.4139], [0.2642, -1.6195, 7.3362], [-2.0455, -3.3082, 2.0490], [2.5555, -4.9987, 2.4676], [0.7851, -3.5399, 5.9603], [-3.9606, 3.1498, 0.3688], [-4.3431, 5.4002, 1.1432], [-2.9084, 1.6133, 3.6061], [1.3189, -4.3789, -1.9427], [-2.2331, 0.9677, -0.2929], [-4.4667, 1.8880, -0.0906], [2.5792, 3.3420, 4.5169], [4.5403, 2.3712, 0.7802], [-2.5738, 3.3167, 0.4970], [-0.0054, -1.4939, 4.9265], [0.5121, -6.4801, -2.7777], [-1.6956, 2.1974, 0.1701], [-2.9575, 5.5678, 1.2698], [-4.3999, -3.2558, 1.5727], [1.4908, -5.4962, -2.7434], [-0.8019, -5.2191, -1.2028], [-4.1340, 2.0661, 4.0704], [0.6899, -2.9278, 7.1911], [-5.4250, -3.3647, 1.9004], [1.0889, 4.7212, 3.8605], [-1.2426, -3.4820, 2.7553], [1.1286, -4.5629, 5.8920], [-0.4067, 0.1142, 6.3055], [-4.5683, 2.9906, 3.7172], [-1.0206, 4.7035, 1.0509], [-0.4864, 2.9335, 3.2374], [-5.9017, 4.0470, 0.5847], [-3.5676, -3.7022, 3.5021], [4.8633, 0.3854, 0.0199], [2.3367, -0.0029, 4.5989], [2.1114, -3.6472, -1.9098], [0.5362, -3.2895, 3.8691], [-1.6997, -5.1343, -0.6060], [0.9263, -5.3473, 1.1240], [-5.5416, 1.7750, -0.1719], [3.9268, 1.8134, 5.1534], [-4.8516, -0.4737, 6.1945], [-4.0531, -0.0929, -0.7539], [3.8370, -1.9631, 3.2473], [-2.4030, 2.2122, 2.8610], [0.6430, -7.3543, -3.4007], [5.5909, 2.5429, 0.9678], [-4.9329, -2.7958, -0.4540], [2.5212, -1.8076, -1.7058], [-2.5639, 6.5136, 1.6186], [-1.3914, -7.1063, -2.0215], [1.5274, 3.9098, 1.0518], [3.7908, -0.5737, -1.8344], [2.6986, -6.0508, 2.6744], [0.2073, -1.1792, 8.3214], [-5.0138, 6.2096, 1.3936], [-2.6582, -1.2581, 5.3752], [4.1623, -4.3693, 3.7396], [-2.6092, -2.5103, -1.2010], [2.3889, -5.6009, -3.3367], [2.0581, -1.2430, 1.7414], [3.9398, 4.3062, 1.4806], [3.7272, -1.6526, -0.3928]], "atomic_forces_ev_per_a": [[0.07, -0.08, -0.19], [0.02, 0.04, -0.33], [-0.20, 0.04, -0.04], [0.00, 0.01, -0.02], [0.01, 0.00, -0.01], [0.01, 0.00, 0.00], [0.18, 0.22, 0.44], [0.03, -0.03, 0.23], [0.13, 0.40, 0.25], [-0.05, -0.42, -0.24], [0.11, -0.05, 0.03], [-0.06, 0.04, 0.00], [-0.02, 0.01, -0.02], [-0.04, 0.03, 0.00], [-0.06, 0.21, -0.03], [0.17, 0.00, -0.07], [0.00, 0.03, -0.01], [-0.02, -0.02, 0.02], [0.05, 0.02, 0.04], [-0.08, -0.01, 0.14], [-0.46, -0.16, -0.18], [-0.02, 0.03, 0.01], [0.01, 0.00, 0.00], [-0.10, 0.05, 0.03], [0.07, -0.03, 0.05], [-0.02, 0.06, 0.00], [0.01, 0.07, -0.04], [0.03, 0.02, -0.03], [0.04, -0.10, -0.07], [0.06, 0.05, 0.06], [-0.03, -0.05, -0.04], [0.04, 0.02, 0.00], [-0.07, 0.02, 0.02], [-0.02, -0.01, -0.01], [-0.10, 0.03, 0.02], [0.03, -0.10, -0.02], [-0.04, -0.01, 0.01], [0.02, 0.07, 0.07], [-0.12, 0.06, 0.02], [-0.06, -0.09, 0.03], [0.23, 0.10, 0.05], [0.01, -0.05, -0.05], [0.07, -0.07, 0.09], [-0.01, -0.02, 0.00], [-0.02, 0.01, -0.01], [-0.08, -0.15, -0.05], [0.06, -0.07, -0.03], [-0.01, 0.05, -0.10], [-0.02, -0.03, -0.01], [-0.24, -0.32, -0.23], [-0.04, 0.05, 0.02], [0.01, 0.02, 0.02], [0.01, -0.01, 0.02], [0.02, -0.10, 0.00], [0.11, 0.00, 0.19], [0.04, 0.01, -0.02], [0.35, 0.24, 0.11], [-0.03, 0.05, 0.03], [0.00, 0.00, 0.04], [-0.04, -0.01, 0.02], [-0.06, 0.01, -0.05], [0.00, -0.07, 0.03], [0.00, -0.01, 0.06], [-0.01, 0.00, 0.00], [-0.02, 0.02, -0.01], [0.01, 0.02, -0.04], [0.00, -0.01, 0.00], [0.00, 0.02, -0.01], [-0.02, 0.04, -0.01], [0.01, -0.01, -0.01], [-0.02, -0.02, 0.00], [-0.01, -0.01, -0.01], [-0.02, -0.01, 0.01], [0.03, -0.02, 0.00], [0.00, -0.02, 0.00], [0.02, 0.04, 0.01], [0.01, -0.03, -0.09], [0.01, 0.01, 0.02], [0.02, 0.02, -0.02], [-0.01, 0.00, -0.01], [0.01, 0.00, 0.00], [-0.01, -0.01, 0.01], [0.00, -0.01, -0.01], [0.02, 0.00, 0.02], [0.01, 0.02, -0.05], [0.00, -0.01, -0.01], [0.02, 0.00, 0.00], [-0.01, 0.00, -0.01], [0.03, -0.01, -0.03], [-0.01, 0.01, 0.00], [-0.01, -0.01, 0.01], [0.00, -0.01, -0.01], [0.03, -0.04, 0.03], [0.00, -0.01, 0.00], [0.00, 0.02, 0.02], [-0.01, 0.02, 0.01], [0.02, 0.01, -0.01], [0.00, 0.00, 0.01], [0.03, -0.02, 0.03], [0.02, 0.00, 0.00], [-0.05, -0.01, -0.03], [0.02, 0.02, 0.01], [0.00, -0.01, -0.05]]}